1:
Entry from the Open Molecules 2025 dataset: a 2-piece molecular cluster, C2H4O4 overall (ωB97M-V with the def2-TZVPD basis set).

Last columns: bonded neighbours and bond lengths (Å).
Element x y z (Å)
1 O 2.1214 1.2805 1.5866  C2 1.223
2 C 1.2883 0.5432 1.0788  O1 1.223, O3 1.309, H4 1.080
3 O 0.5656 -0.3197 1.7475  C2 1.309, H5 0.970
4 H 1.0792 0.2552 0.0591  C2 1.080
5 H 0.8678 -1.1950 1.4603  O3 0.970
6 O -1.7315 -1.4202 -1.2999  C7 1.197
7 C -1.4388 -0.3247 -0.9174  O6 1.197, O8 1.371, H9 1.083
8 O -0.6710 0.6829 -1.4429  C7 1.371, H10 0.962
9 H -1.7000 0.1112 0.0394  C7 1.083
10 H -0.3810 0.3865 -2.3114  O8 0.962

* multiplicity: 1
* SMILES string: O=CO.O=CO
* HOMO: -11.001 eV
* LUMO: 0.0146 Eh

2:
Entry from the Open Molecules 2025 dataset: a 2-piece molecular cluster, C2H4O4 overall (ωB97M-V with the def2-TZVPD basis set).

Last columns: bonded neighbours and bond lengths (Å).
Element x y z (Å)
1 C -0.3538 -0.7085 0.5439  O4 1.330, O5 1.330, H9 1.081
2 C -0.1467 1.4269 -0.8698  O3 1.233, O6 1.288, H10 1.105
3 O -1.3310 1.4083 -0.5260  C2 1.233
4 O -0.1532 -1.7503 -0.2583  C1 1.330, H7 0.971
5 O 0.3718 -0.5406 1.6459  C1 1.330, H8 0.971
6 O 0.7272 0.5376 -0.5457  C2 1.288
7 H 0.7412 -1.6999 -0.6318  O4 0.971
8 H 1.3017 -0.4090 1.4007  O5 0.971
9 H -1.4052 -0.5265 0.7182  C1 1.081
10 H 0.2480 2.2620 -1.4770  C2 1.105

* multiplicity: 1
* HOMO: -10.006 eV
* LUMO: 0.0133 Eh

Decreasing stability: 1, 2